Here is a structure of composition C27H33ClN2O9OsP2S from the OMol25 dataset. Energies are from ωB97M-V with the def2-TZVPD basis set.

Its net charge is 0. Its spin multiplicity is 5. The value obtained for the LUMO energy (alpha / beta) is -0.5 / -1.8 eV. As for the expectation value of S²: 6.044. The value obtained for the energy above the lowest of the compared OMol25 structures with the same formula, charge and spin is 0.000 eV. The HOMO-LUMO gap (alpha / beta) is 6.4 / 6.0 eV. As for the highest occupied orbital energy (alpha / beta): -6.9 / -7.8 eV.

```
76
Properties=species:S:1:pos:R:3:mulliken_spin:R:1
Os 0.27934 0.32484 0.33221 3.115
O -2.11238 4.24003 1.69275 0.001
P -0.82016 3.51308 1.08727 0.032
O 0.39001 4.37119 1.15597 0.003
O -0.83396 2.10385 1.61458 0.102
O -1.25057 3.39776 -0.49399 0.005
P -0.14078 2.95672 -1.58107 -0.007
O 0.79830 4.22663 -1.68535 -0.002
O -0.77820 2.54801 -2.83119 0.012
O 0.72663 1.88824 -0.84179 0.208
H -1.97583 5.19445 1.71699 0.001
H 0.95187 4.57088 -0.77848 0.001
Cl 2.60581 0.27464 5.78254 0.000
C 2.53645 1.08013 4.25159 -0.004
C 3.27975 2.22195 4.01462 0.001
C 3.17207 2.81330 2.76851 -0.009
C 2.34208 2.24618 1.81989 -0.001
N 1.63119 1.14559 2.06582 0.058
C 1.72083 0.56850 3.26033 0.013
H 3.91713 2.63187 4.78583 0.000
H 3.71811 3.71422 2.52915 0.000
H 2.22297 2.68746 0.84061 0.011
H 1.13003 -0.32078 3.42602 0.000
O 4.89404 1.58164 -5.97407 0.001
C 4.37069 0.36605 -5.69044 -0.001
O 4.27200 -0.45440 -6.55995 0.005
C 3.95166 0.12407 -4.27833 0.029
C 3.70863 1.14362 -3.36096 -0.013
C 3.30731 0.85120 -2.06886 0.020
C 3.12241 -0.47215 -1.66564 -0.021
S 2.55975 -0.88125 -0.05374 0.429
C 3.36346 -1.49353 -2.59207 0.019
C 3.77347 -1.19807 -3.87698 -0.011
H 4.99936 2.09538 -5.16552 0.000
H 3.78457 2.18810 -3.64455 -0.001
H 3.10003 1.65295 -1.37322 -0.001
H 3.20917 -2.52123 -2.28972 0.000
H 3.95160 -1.98476 -4.59815 0.000
C -3.22229 1.40550 -0.26473 0.003
N -3.93852 0.10129 -0.14069 0.007
C -4.92028 -0.07408 -1.24000 -0.002
C -2.95960 -1.05754 0.00860 0.026
C -2.05238 -1.19149 -1.17463 0.055
C -2.50972 -1.93177 -2.26496 -0.022
C -1.77699 -2.00929 -3.43768 0.043
C -0.58031 -1.31469 -3.52581 -0.033
C -0.10861 -0.60641 -2.43276 0.020
C -0.80096 -0.56086 -1.21715 -0.183
H -3.95312 2.21060 -0.23956 -0.001
H -2.68357 1.42347 -1.21056 -0.008
H -2.52736 1.49574 0.56618 0.013
H -4.45721 0.12652 0.73580 0.000
H -4.38426 -0.05580 -2.18419 0.001
H -5.63077 0.74802 -1.20203 0.000
H -5.43562 -1.02430 -1.12034 0.000
H -3.57259 -1.94908 0.14936 -0.005
H -2.40730 -0.84696 0.92393 -0.042
H -3.45239 -2.46427 -2.18867 0.001
H -2.14133 -2.59428 -4.27181 0.003
H -0.00184 -1.32581 -4.44068 0.000
H 0.82520 -0.07322 -2.53509 0.025
C -2.37286 -2.60305 3.99122 0.014
C -1.09041 -3.04170 3.27190 -0.006
C 0.02461 -3.28573 4.29990 0.016
C -1.34990 -4.32456 2.47038 0.018
C -0.66421 -1.98070 2.35045 0.217
C -0.30201 -1.11316 1.57452 -0.142
H -2.66317 -3.35974 4.72249 0.002
H -3.19383 -2.48080 3.28195 -0.003
H -2.22286 -1.65630 4.51037 -0.003
H -0.24537 -4.12421 4.94470 0.002
H 0.17578 -2.40518 4.92636 -0.002
H 0.96545 -3.51899 3.80111 -0.003
H -1.71005 -5.10991 3.13786 0.001
H -0.43649 -4.66860 1.98569 -0.004
H -2.10171 -4.15507 1.69794 -0.003
```

Here is a structure of composition C27H33ClNO6PdTe at a distorted geometry from the OMol25 dataset. Energies are from ωB97M-V with the def2-TZVPD basis set.

Its net charge is 0. Its spin multiplicity is 2. The value obtained for the LUMO energy (alpha / beta) is -1.8 / -1.8 eV. As for the expectation value of S²: 0.756. The value obtained for the energy above the lowest of the compared OMol25 structures with the same formula, charge and spin is 1.558 eV. The HOMO-LUMO gap (alpha / beta) is 6.0 / 6.0 eV. As for the highest occupied orbital energy (alpha / beta): -7.8 / -7.8 eV.

```
70
Properties=species:S:1:pos:R:3:mulliken_spin:R:1
Pd -2.23199 0.78100 0.03901 0.774
O -4.59612 0.58202 3.28189 0.004
Cl -3.68693 0.44838 2.20728 -0.015
O -2.99595 -0.81216 2.27857 -0.003
O -2.71028 1.52245 2.25145 0.042
O -4.39536 0.52891 0.94547 0.021
C 4.89672 -2.15908 4.98608 0.000
C 3.78258 -1.71747 4.07704 0.000
C 2.51330 -2.27792 4.17188 0.000
C 1.48035 -1.88553 3.33087 0.003
C 0.10013 -2.47304 3.48983 -0.002
C 1.74512 -0.92809 2.35454 -0.016
Te -0.02711 -0.20955 1.19783 -0.007
N -0.13764 1.21142 -0.45797 0.142
C -0.37447 0.79793 -1.71795 -0.030
O -1.50194 0.32662 -2.01874 0.073
C 0.65478 0.94938 -2.77463 0.003
C 1.83376 1.64800 -2.53297 0.007
C 2.76075 1.81101 -3.54930 0.002
C 2.52688 1.26455 -4.80369 -0.001
C 1.36498 0.53993 -5.03730 0.001
C 0.42933 0.38543 -4.02944 0.003
C 0.36065 -1.68417 -0.30117 0.011
C 1.65674 -1.69685 -0.80816 -0.003
C 1.98047 -2.49098 -1.89135 0.001
C 0.99711 -3.26486 -2.48674 -0.001
C -0.28737 -3.26325 -1.97455 0.001
C -0.63304 -2.50100 -0.85809 -0.007
C -2.03108 -2.61256 -0.32051 -0.005
C 2.99471 -0.31949 2.25463 0.001
C 3.29988 0.79046 1.27792 -0.004
C 4.00468 -0.73880 3.11886 -0.001
H 4.50869 -2.63243 5.88664 0.000
H 5.51847 -1.31219 5.27494 0.000
H 5.53503 -2.88097 4.47232 0.000
H 2.31235 -3.02977 4.92743 0.000
H 0.10183 -3.27074 4.22927 0.000
H -0.26819 -2.87894 2.54280 0.000
H -0.61186 -1.70916 3.81392 0.000
H 2.00478 2.08177 -1.55621 0.001
H 3.66694 2.37371 -3.36440 0.000
H 3.24535 1.41095 -5.59990 0.000
H 1.18652 0.10251 -6.01133 0.000
H -0.48822 -0.16289 -4.19306 0.002
H 2.41636 -1.07120 -0.35827 -0.002
H 2.99264 -2.50069 -2.27314 0.000
H 1.23734 -3.87333 -3.34901 0.000
H -1.05001 -3.87254 -2.44396 0.000
H -2.46923 -3.56962 -0.60366 -0.001
H -2.67323 -1.83551 -0.73931 0.002
H -2.05772 -2.52644 0.76311 0.001
H 2.43051 1.03352 0.66401 0.006
H 4.12618 0.51347 0.62140 0.000
H 3.59423 1.69213 1.81672 0.000
H 4.98149 -0.27011 3.04869 0.000
C -1.73055 4.13096 0.24587 0.001
C -3.16300 4.03785 -0.23883 -0.001
O -3.36571 2.81204 -0.93969 0.004
C -4.71664 2.62390 -1.33913 -0.001
C -4.80267 1.37470 -2.19473 0.002
H -1.56210 5.10719 0.70237 0.000
H -1.04783 4.00457 -0.59313 0.000
H -1.52747 3.36251 0.98644 -0.001
H -3.37536 4.86238 -0.93128 0.000
H -3.86455 4.10301 0.60134 0.000
H -5.04479 3.49977 -1.91300 0.000
H -5.35741 2.52370 -0.45708 0.000
H -4.21410 1.50220 -3.10264 0.000
H -5.83985 1.16503 -2.45406 0.000
H -4.40184 0.52592 -1.64202 -0.003
```

Here is a structure of composition C27H33CoN4O2P at a distorted geometry from the OMol25 dataset. Energies are from ωB97M-V with the def2-TZVPD basis set.

Its net charge is 0. Its spin multiplicity is 4. The value obtained for the LUMO energy (alpha / beta) is -0.1 / -0.1 eV. As for the expectation value of S²: 3.766. The HOMO-LUMO gap (alpha / beta) is 6.1 / 6.1 eV. As for the highest occupied orbital energy (alpha / beta): -6.2 / -6.2 eV.

```
68
Properties=species:S:1:pos:R:3:mulliken_spin:R:1
Co 0.48930 0.45397 0.18453 2.735
O 2.24561 -1.79782 3.02765 0.001
C 1.69571 -0.93708 2.34881 0.015
N 2.09769 -0.34778 1.15210 0.101
C 3.18045 0.51708 1.28296 -0.025
C 4.41127 0.07620 1.72524 0.019
C 5.47297 0.95966 1.70376 -0.001
C 5.27958 2.35155 1.52293 0.005
C 4.01784 2.79359 1.07699 0.007
C 2.99049 1.88133 0.87406 -0.001
N 1.78509 2.29221 0.41800 0.081
C 1.81400 2.92566 -0.81973 0.017
O 1.90885 4.11461 -1.02248 0.003
C 1.70197 1.96089 -1.96530 0.014
C 1.97596 2.52867 -3.24545 0.008
C 2.30024 1.59440 -4.20079 -0.002
C 2.32759 0.19460 -3.86735 0.001
C 1.92878 -0.15358 -2.61565 0.001
N 1.54340 0.71165 -1.64853 0.019
C 0.51826 -0.26149 2.85981 -0.007
C 0.11574 -0.36519 4.21966 0.011
C -0.61503 0.68303 4.78110 -0.008
C -1.18201 1.66956 3.90594 0.005
C -0.89054 1.60219 2.58865 -0.007
N -0.09868 0.61533 2.08665 0.037
H 4.51739 -0.91718 2.14473 -0.001
H 6.45138 0.53624 1.90172 0.000
H 6.10041 3.09414 1.57976 0.000
H 3.78704 3.84693 0.82709 0.000
H 2.14227 3.57604 -3.40617 0.000
H 2.29116 1.86871 -5.29156 0.000
H 2.65252 -0.58693 -4.53821 0.000
H 1.70193 -1.13152 -2.30882 0.007
H 0.60066 -1.01438 4.84781 0.001
H -0.72525 0.68697 5.88177 0.000
H -1.58186 2.57981 4.34377 0.001
H -1.12475 2.37556 1.82445 0.011
C -1.94523 0.73729 -2.78911 -0.008
C -1.73374 -0.74174 -2.26457 -0.005
C -2.71359 -1.74900 -2.90061 0.002
P -1.53262 -0.64759 -0.39164 -0.062
C -1.22991 -2.38037 0.17654 -0.021
C 0.12141 -2.91590 -0.43257 0.012
C -2.38585 -3.34365 -0.02568 0.001
C -3.19410 -0.16517 0.30690 0.019
C -3.54217 -0.86212 1.66094 0.002
C -4.44259 -0.08213 -0.57519 0.000
H -2.72273 1.30445 -2.24175 -0.001
H -2.07529 0.57425 -3.89512 0.000
H -1.04820 1.31310 -2.59536 0.004
H -0.73562 -0.99493 -2.58564 -0.002
H -2.09697 -2.74696 -3.00282 0.001
H -3.00910 -1.35727 -3.92111 0.000
H -3.59478 -2.10925 -2.36097 0.000
H -0.91557 -2.36493 1.24640 0.001
H 0.09271 -2.85576 -1.54931 0.003
H 0.41855 -3.93006 -0.14402 0.001
H 0.98704 -2.39009 -0.09318 0.000
H -2.12128 -4.11515 -0.70215 0.000
H -3.34254 -2.87996 -0.37991 -0.001
H -2.60235 -3.90853 0.92337 0.000
H -3.11290 0.88150 0.66743 0.003
H -3.90208 -1.92615 1.66070 0.000
H -4.33977 -0.22380 1.99708 -0.001
H -2.72841 -0.78586 2.43032 0.000
H -4.72833 -1.15781 -0.82525 0.001
H -4.36608 0.44080 -1.52508 -0.001
H -5.28537 0.40516 -0.04853 0.000
```

Electronic energy across the listed records, respectively: -94349.7832 -65594.1766 -85503.3067 eV.